(1)
The following is a DFT calculation (ωB97M-V/def2-TZVPD) of a 2-piece molecular cluster, C12H30FINO3P2 overall.

Calculated values
electronic energy = -1835.82332 a.u.
lowest unoccupied orbital energy = -3.401 eV
net charge = +1
HOMO = -12.482 eV

Each line ends with the natural charge from an NBO analysis.
CARTESIAN COORDINATES (ANGSTROEM)
C1 -4.784 -0.811 1.871  -0.68
C2 -3.499 -1.471 1.404  0.19
F1 -2.390 -0.763 1.920  -0.39
C3 -3.308 -1.569 -0.113  -0.25
N1 -2.840 -0.272 -0.735  -0.68
C4 -3.372 -0.120 -2.143  -0.22
C5 -3.254 1.285 -2.699  -0.46
C6 -4.012 2.418 -2.003  -0.53
I1 -5.761 1.834 -0.944  0.10
P1 -1.002 -0.146 -0.764  0.35
P2 -1.028 1.774 0.341  2.13
O1 -2.440 2.057 0.620  -1.08
O2 0.006 1.732 1.527  -0.97
O3 -0.344 2.812 -0.631  -0.98
H1 -5.347 -1.479 2.520  0.24
H2 -4.544 0.091 2.434  0.26
H3 -5.425 -0.526 1.037  0.23
H4 -3.410 -2.486 1.794  0.20
H5 -2.583 -2.343 -0.366  0.22
H6 -4.249 -1.831 -0.595  0.24
H7 -3.158 0.528 -0.148  0.52
H8 -2.788 -0.806 -2.759  0.23
H9 -4.406 -0.459 -2.130  0.24
H10 -2.193 1.560 -2.755  0.22
H11 -3.595 1.212 -3.734  0.25
H12 -4.369 3.126 -2.744  0.25
H13 -3.400 2.951 -1.284  0.25
H14 -0.750 -1.013 0.311  0.03
H15 -0.091 1.003 2.160  0.53
H16 0.310 2.477 -1.259  0.53
C7 2.572 -1.870 -0.371  -0.60
C8 3.045 -1.230 0.929  -0.40
C9 3.521 0.212 0.760  -0.39
C10 4.713 0.389 -0.184  -0.40
C11 5.953 -0.419 0.197  -0.40
C12 6.518 -0.059 1.566  -0.61
H17 3.366 -1.926 -1.115  0.22
H18 2.203 -2.883 -0.206  0.22
H19 1.758 -1.280 -0.808  0.17
H20 3.841 -1.839 1.364  0.21
H21 2.230 -1.248 1.661  0.19
H22 3.769 0.621 1.743  0.21
H23 2.689 0.824 0.385  0.18
H24 4.976 1.451 -0.208  0.21
H25 4.417 0.130 -1.204  0.20
H26 6.718 -0.252 -0.565  0.21
H27 5.728 -1.489 0.163  0.19
H28 6.779 1.000 1.614  0.21
H29 7.420 -0.633 1.781  0.22
H30 5.806 -0.263 2.368  0.20

(2)
The following is a DFT calculation (ωB97M-V/def2-TZVPD) of C12H30MgO8S4 as an isolated structure.

Calculated values
electronic energy = -2869.62869 a.u.
lowest unoccupied orbital energy = -0.216 eV
HOMO = -6.528 eV

Each line ends with the natural charge from an NBO analysis.
CARTESIAN COORDINATES (ANGSTROEM)
Mg1 1.265 0.774 -1.631  1.84
C1 0.463 0.703 0.427  0.92
O1 1.200 -0.231 0.033  -0.97
O2 -0.341 0.841 -0.488  -0.88
O3 1.236 1.620 0.081  -0.97
C2 0.924 4.596 -1.901  -0.80
S1 0.294 3.431 -3.212  1.25
O4 0.758 2.052 -2.788  -1.10
C3 -1.501 3.413 -2.902  -0.83
H1 0.438 5.569 -1.969  0.24
H2 1.988 4.713 -2.110  0.23
H3 0.858 4.269 -0.863  0.28
H4 -2.152 4.252 -3.148  0.25
H5 -1.512 3.260 -1.823  0.26
H6 -1.947 2.653 -3.544  0.26
C4 -3.189 0.074 -0.533  -0.81
S2 -4.983 -0.132 -0.513  1.17
O5 -5.153 -1.504 -1.197  -0.97
C5 -5.093 -0.363 1.351  -0.83
H7 -2.778 0.667 -1.350  0.25
H8 -2.738 -0.885 -0.281  0.25
H9 -2.914 0.750 0.277  0.23
H10 -5.787 0.311 1.854  0.23
H11 -4.119 -0.332 1.839  0.22
H12 -5.388 -1.378 1.617  0.25
C6 4.544 0.003 0.028  -0.80
S3 4.373 0.939 -1.536  1.24
O6 2.969 0.724 -2.084  -1.10
C7 4.471 2.624 -0.716  -0.81
H13 5.573 0.022 0.385  0.24
H14 4.287 -1.023 -0.238  0.25
H15 3.858 0.320 0.814  0.28
H16 3.722 2.779 0.060  0.27
H17 4.266 3.469 -1.375  0.23
H18 5.490 2.843 -0.395  0.24
C8 0.328 -4.103 0.885  -0.81
S4 0.794 -4.511 -0.824  1.18
O7 0.088 -5.875 -1.093  -0.97
C9 -0.348 -3.281 -1.628  -0.83
H19 0.668 -4.925 1.515  0.25
H20 -0.761 -4.086 0.855  0.23
H21 0.719 -3.088 0.959  0.24
H22 -0.318 -3.212 -2.715  0.24
H23 -0.121 -2.225 -1.484  0.24
H24 -1.367 -3.517 -1.320  0.24
C10 -1.605 -1.288 2.919  -0.72
C11 -0.402 -1.365 3.798  0.58
O8 -0.535 -1.654 4.986  -0.56
C12 0.998 -1.193 3.308  -0.74
H25 -1.539 -2.222 2.360  0.24
H26 -1.643 -0.507 2.160  0.23
H27 -2.518 -1.271 3.515  0.24
H28 1.162 -1.387 2.248  0.24
H29 1.669 -1.907 3.786  0.24
H30 1.350 -0.204 3.601  0.24

Q: Look up the HOMO of the second one.
A: -6.528 eV

Q: What is the formula in the first record?
A: C12H30FINO3P2

Q: electronic energy of number 2 (C12H30MgO8S4)?
A: -2869.62869 a.u.

Q: Among the records above, which one has the lowest lowest unoccupied orbital energy?
A: C12H30FINO3P2